1.
The following is a DFT calculation (ωB97M-V with the def2-TZVPD basis set) of a 4-piece molecular cluster, C27H36BrN5O overall.

XYZ file:
```
70
Properties=species:S:1:pos:R:3:forces:R:3:nbo_charge:R:1
H -6.66907 0.01738 6.38513 0.042 0.262 0.132 0.26
H 4.86528 -0.10229 7.27125 0.069 -0.538 -0.065 0.25
C -10.18541 -1.52399 6.80981 2.235 -1.074 -1.374 0.10
H -11.13987 -1.96704 7.05289 -0.123 0.180 -0.234 0.27
N 4.55570 -2.57060 -6.30530 1.283 0.057 1.312 -0.24
H 4.82722 4.18484 6.90459 0.271 0.078 -0.284 0.28
C -8.00976 -1.40560 5.61863 -4.108 -1.341 -2.965 0.02
H 3.70893 -0.32279 5.92798 0.236 -0.206 -0.062 0.24
C 6.64217 2.50772 -9.58405 0.040 1.526 -1.710 0.11
C 6.30357 1.30442 -9.09999 -1.188 -0.780 1.812 -0.21
N -5.80386 -1.95570 1.92477 -0.554 -0.040 -1.389 -0.23
H 4.00183 2.58515 -6.79201 0.013 -0.342 0.075 0.27
H 6.09496 5.77342 -9.23148 -0.392 -0.229 0.083 0.24
H 4.89442 4.72665 -7.88884 -0.449 -0.199 0.143 0.26
H -4.37325 -2.81316 0.63583 -0.207 -0.153 0.072 0.25
H 6.75864 0.43339 -9.54788 -0.021 -0.200 0.353 0.27
H 5.33950 0.57289 -5.32409 0.145 -0.145 0.301 0.27
H 3.45983 3.28752 6.44104 -0.086 -0.514 -0.490 0.27
C -7.63592 -0.44878 6.50467 0.889 1.397 1.850 -0.21
H 4.36611 -3.27603 -8.31217 0.139 -0.367 0.374 0.27
H -5.53705 -1.72252 -0.11959 0.441 0.396 -0.002 0.25
C 5.38570 2.19496 6.54126 1.839 1.813 4.812 0.69
N -9.65177 -0.69588 7.72418 0.666 0.805 0.615 -0.24
C -9.36313 -1.92942 5.72222 0.964 1.585 0.988 -0.16
C -7.14823 -2.03977 1.85204 -0.436 0.326 0.762 0.10
N 5.32300 1.05464 5.59573 0.344 -2.024 -0.552 -0.59
C 4.84534 -1.48659 -5.46244 -0.565 -2.241 -1.136 0.10
C 5.11764 -0.26360 -5.97019 -0.166 1.581 -1.189 -0.21
H 4.90255 1.22828 4.69397 -1.248 0.700 -0.164 0.45
H 4.68535 -4.64447 -6.44892 -0.271 -0.071 0.150 0.24
H 5.25458 -4.06676 -4.90450 -0.065 0.420 -0.040 0.25
C 5.38457 1.29446 -8.02768 -1.298 0.473 0.506 0.04
H -9.69398 -0.89353 9.79337 -0.155 0.078 0.016 0.25
C 4.73474 2.52663 -7.58309 1.789 -0.916 -0.818 -0.20
H -9.69279 -2.52959 4.88704 -0.478 -0.306 0.463 0.25
C 6.46528 4.95235 -9.84534 -0.386 0.333 0.939 -0.43
H 4.67156 -0.92282 -9.19203 -0.325 -0.802 -0.319 0.25
H -11.28295 -1.11601 9.02266 0.227 -0.072 -0.147 0.25
H 6.24031 0.84203 5.23044 1.138 -0.063 0.670 0.45
H 4.71422 3.70113 5.16811 -0.391 0.147 -0.013 0.26
H 4.86579 -1.78871 -4.42576 0.004 0.433 0.115 0.26
H 3.49243 -4.09305 -5.21899 0.063 0.143 -0.135 0.25
H -10.64804 0.50235 9.19019 0.272 0.037 -0.138 0.26
H 7.30840 2.59017 -10.43008 0.206 0.176 0.045 0.26
C -7.34602 -1.69583 4.23804 1.022 0.118 1.773 0.05
C -7.94080 -1.85663 2.99284 -0.034 -0.476 -0.590 -0.20
H -7.62918 -2.20839 0.89986 0.291 0.107 -0.184 0.26
O 6.11936 2.11303 7.56349 -3.197 -0.397 -5.015 -0.43
H -9.00740 -1.89325 2.82721 -0.085 0.156 0.109 0.26
H -4.13122 -1.12822 0.95275 -0.478 0.325 -0.278 0.25
C 4.76338 -0.28520 6.20154 0.019 1.497 0.228 -0.39
C -5.96052 -1.79094 4.23370 -0.129 0.461 1.128 -0.19
H -8.16696 0.60901 8.40948 0.122 0.063 -0.141 0.27
C 4.47719 -3.92656 -5.65558 0.052 -0.076 -0.681 -0.42
C 5.04279 -0.02964 -7.37976 -0.396 -1.491 1.074 0.06
N 6.06235 3.64419 -9.18889 0.167 1.631 0.677 -0.24
H 5.97678 5.05499 -10.81433 0.495 -0.303 -0.083 0.26
H 7.53786 5.13493 -9.77973 0.042 -0.690 -0.628 0.26
C 4.68204 -1.15877 -8.13817 1.329 1.336 -0.689 -0.20
C -8.43432 -0.06785 7.61150 -0.863 -2.244 -1.817 0.13
C -10.36152 -0.53383 9.01037 -0.444 0.174 0.479 -0.43
H 5.36065 -1.12352 5.84296 -0.183 0.230 0.037 0.25
Br 2.01801 1.88746 0.39592 0.104 -0.206 0.126 -1.00
C 4.58285 -2.46078 -7.63778 -1.020 2.127 0.417 0.12
C -5.23338 -1.86240 3.08925 0.954 0.506 1.971 0.10
C 4.51548 3.41338 6.20048 1.141 -0.635 0.729 -0.73
C -4.90567 -1.86974 0.75666 -0.178 -0.813 -0.584 -0.41
C 5.15965 3.71624 -8.16293 0.795 -1.311 -0.937 0.11
H -4.17232 -1.69921 3.20728 0.190 -0.338 -0.669 0.26
H -5.38364 -1.68410 5.14045 -0.119 -0.075 0.182 0.25
```
Positions in Å, forces in eV/Å.

Values from the calculation:
Spin multiplicity ... 1
Total charge ... +4
LUMO energy ... -9.54 eV
Strongest force on any atom ... 5.96 eV Å⁻¹
Energy relative to the best compared isomer or geometry (same formula, charge and spin) ... 2.970 eV

=====

2.
The following is a DFT calculation (ωB97M-V with the def2-TZVPD basis set) of a 10-piece molecular cluster, C27H36N11O6S2 overall.

XYZ file:
```
82
Properties=species:S:1:pos:R:3:forces:R:3:mulliken_charge:R:1
C -3.55339 3.59715 5.97252 -0.470 0.201 -0.527 -0.55
H -3.32351 2.67219 2.88530 0.026 -0.006 -0.147 0.03
N -9.34150 4.58773 -0.21671 0.398 -0.466 0.759 -0.40
H 2.00867 -3.71120 -6.44314 -0.005 0.094 0.086 0.22
H -9.40868 -0.62753 4.79912 0.010 0.090 -0.025 0.32
N 5.68285 -1.39895 -10.74132 1.079 -0.295 0.471 -0.45
C -8.90671 0.15400 4.22868 -0.235 0.647 0.173 -0.77
C -9.47293 1.48308 4.58554 -0.032 0.006 0.071 0.40
H 4.30814 -1.44640 -9.00950 -0.248 -0.022 0.036 -0.17
H -2.14452 1.37945 3.20611 -0.081 -0.080 -0.035 -0.04
C 2.84642 -2.16128 -5.26667 0.011 0.037 -0.182 0.48
H -0.31091 -3.84003 -9.44195 -0.151 -0.082 -0.049 -0.11
O 0.31304 -1.90820 4.77326 0.663 2.029 -2.181 -0.71
C -8.21934 3.35601 1.83624 -0.272 0.418 -0.560 -0.31
C 3.79094 -1.89257 -1.03269 -1.698 1.612 0.549 -0.54
C 1.70068 -0.79861 2.17447 2.426 -0.305 0.036 0.59
C 1.43103 -1.78431 8.50195 -0.388 0.464 -0.727 -0.98
O 1.92853 3.01314 4.87176 -1.850 -1.608 -1.066 -0.61
C -4.61523 3.92562 4.98362 -0.096 0.033 0.050 0.37
H 1.72583 0.62904 -2.56967 0.672 -0.962 0.924 0.34
H -1.03620 -5.35360 -10.02492 -0.039 0.082 -0.026 0.25
N 1.06046 0.55995 5.10352 -3.855 2.794 -7.746 0.01
C 5.97926 2.45662 6.86614 0.068 -0.027 0.035 0.28
N 3.52071 -1.22894 -5.15303 -0.591 -0.918 -0.663 -0.58
H 1.77419 -2.80195 8.31431 -0.002 0.085 -0.046 0.26
C 6.54101 -1.68618 -10.02230 0.088 0.015 -0.202 0.46
H 3.68145 -1.06363 -3.17281 -0.568 0.208 1.700 0.78
H 3.97391 3.06001 7.21867 0.030 -0.059 -0.120 0.23
O -0.47775 2.68290 5.38966 1.332 -0.296 -1.907 -0.63
O 2.58498 -1.00148 2.99396 -2.100 0.262 -1.173 -0.52
H -7.98975 2.32381 1.56884 -0.016 0.082 -0.066 0.24
H 4.62803 -2.60355 -1.28925 -1.080 0.849 0.439 0.29
C -1.24821 -4.33297 -9.70534 -0.308 0.408 -0.546 -0.20
H 3.10648 -0.72835 -10.09301 0.053 -0.134 0.046 0.35
C 2.16011 -0.06064 -1.78750 0.624 -0.932 1.616 -0.51
H 0.77383 0.79166 -0.14715 1.009 -0.974 -0.416 0.39
S 0.09028 -0.56280 4.20320 -2.818 0.659 5.378 1.00
H -7.84063 0.13263 4.45603 -0.076 0.052 -0.003 0.26
H 5.00996 4.30926 6.49844 0.044 -0.085 0.018 0.30
S 0.70148 2.20547 4.60079 -0.419 0.117 2.389 0.70
N -1.62166 2.33388 0.21247 -0.410 -0.250 0.861 -0.51
C 1.64791 -0.94888 7.28877 -0.177 0.584 -0.626 0.52
H -3.77842 2.64646 6.45597 0.020 0.039 -0.100 0.25
H -1.89456 -4.36187 -8.82771 -0.001 0.030 -0.092 0.25
H 0.36920 -1.80817 8.75924 0.075 -0.059 0.043 0.25
C 7.64588 -2.05622 -9.09658 -0.525 0.181 -0.413 -0.83
H 3.68107 -2.49381 1.18372 -0.673 1.040 -1.114 0.34
C 4.77088 3.24547 6.49913 0.625 -0.406 0.124 -0.59
N 1.81552 -0.28283 6.33318 5.093 -4.819 7.766 -0.45
H -2.58679 3.52043 5.47044 0.015 -0.091 0.060 0.12
H -7.29574 3.86460 2.11586 -0.065 -0.026 0.017 0.19
C 1.97983 -3.35983 -5.41269 0.413 0.439 0.179 -0.68
O -1.34456 -0.19320 4.44935 2.192 -0.429 -2.142 -0.68
H -3.49945 4.37841 6.73107 -0.053 -0.014 -0.093 0.33
H 1.99092 -1.36811 9.33975 0.006 0.014 -0.102 0.31
H -3.63377 1.02272 2.30458 0.102 0.018 -0.034 0.31
N -2.44351 -3.01135 -11.65820 0.450 -0.486 0.712 -0.38
C -1.92116 -3.58889 -10.80458 -0.061 -0.001 -0.038 0.28
H 2.33083 -4.15506 -4.75410 0.016 0.138 0.043 0.29
C 3.26380 -1.83096 0.36825 -1.062 1.998 -2.532 -0.47
H -8.89909 3.36062 2.68798 0.042 0.076 -0.084 0.06
H 4.42524 2.95744 5.50603 -0.082 -0.036 0.131 0.20
C -2.16428 2.08906 1.20430 -0.006 0.015 -0.069 0.29
H 0.43856 2.17536 3.21895 0.127 0.736 0.602 0.08
C -8.85104 4.04937 0.68048 -0.024 -0.003 -0.069 0.21
H 7.73375 -1.30881 -8.30775 -0.048 -0.033 -0.072 0.28
H 3.08707 -0.33935 -8.35979 -0.085 -0.126 0.023 0.33
O 0.36815 -0.54259 2.52216 1.355 -0.299 -0.395 -0.24
H 8.58638 -2.10809 -9.64513 -0.099 0.018 -0.006 0.33
C 2.16357 -0.83030 0.66162 -0.147 -0.316 -1.692 0.33
N -5.44115 4.17929 4.21528 0.667 -0.271 0.566 -0.45
H -9.04810 -0.03492 3.16425 -0.013 0.051 0.073 0.26
C 3.26107 -1.00512 -2.13248 -1.238 0.090 3.457 -0.58
H 0.95177 -3.10909 -5.15038 0.098 0.054 0.004 0.25
N 1.66084 -3.17001 -8.64926 0.750 0.833 -0.214 -0.60
C 3.27604 -1.12506 -9.09262 -0.751 -0.412 0.363 -0.47
H 7.44173 -3.02764 -8.64601 -0.028 0.070 -0.054 0.27
C 2.36683 -2.27501 -8.84361 -0.070 0.014 -0.010 0.42
N -9.91219 2.51477 4.86235 0.336 -0.885 -0.231 -0.44
C 1.58835 0.05409 -0.40095 2.473 -2.312 -0.394 -0.35
N 6.91822 1.84538 7.15104 -0.777 0.551 -0.222 -0.41
C -2.86096 1.77126 2.48043 0.400 0.291 -0.589 -0.09
```
Positions in Å, forces in eV/Å.

Values from the calculation:
Spin multiplicity ... 1
Total charge ... -1
LUMO energy ... 1.30 eV
Strongest force on any atom ... 10.46 eV Å⁻¹

=====

3.
The following is a DFT calculation (ωB97M-V with the def2-TZVPD basis set) of C27H36N3O6RuS2 as an isolated structure.

XYZ file:
```
75
Properties=species:S:1:pos:R:3:forces:R:3:mulliken_charge:R:1
H 1.31863 -0.13342 -5.84596 0.048 -0.042 0.028 0.60
H 5.54262 -4.55846 -2.56255 0.035 -0.068 0.063 0.41
H -2.30300 3.77971 1.60804 0.014 -0.077 0.098 0.40
H -1.08055 -0.16175 -5.50084 0.005 0.025 -0.008 0.53
C 4.94568 -1.23383 -2.42384 0.015 -0.015 0.013 -0.91
H -1.83811 3.23670 3.23117 -0.098 -0.021 -0.174 0.38
C 2.34895 -1.73843 0.46880 -0.428 -0.835 -0.357 -0.30
O 0.85802 1.07404 -2.10531 0.733 -0.519 0.481 -0.16
H 1.94133 -2.37701 -5.25662 0.024 -0.089 -0.018 0.50
C -2.77896 2.47597 -2.18983 0.029 -0.016 0.051 -0.70
C -0.45103 0.06999 -4.63586 0.122 -0.037 0.035 -0.35
Ru -0.12727 0.35712 0.28437 0.636 0.682 0.652 1.93
C -4.30352 0.90938 -1.20155 -0.043 -0.111 0.119 -0.79
C -1.75343 1.55471 -2.05365 0.289 0.038 -0.021 1.07
H 2.39080 -1.87422 1.55466 0.065 0.021 -0.047 0.47
H 1.60691 -0.03274 -4.10578 0.065 0.097 -0.101 -0.11
C 1.94942 0.57234 3.36842 -0.048 -0.068 -0.215 -1.15
N -0.14931 -0.46777 2.56638 0.100 0.353 -0.355 0.63
C -1.98819 0.29600 -1.50024 -0.097 -0.139 -0.393 0.09
C 3.57831 -1.24319 -2.65026 -0.156 0.122 -0.040 0.04
C 1.07768 -2.51766 -0.04610 1.766 -0.155 0.399 0.21
H 0.07636 4.44374 2.38997 -0.019 -0.004 -0.028 0.48
C 0.80783 -1.57499 4.29692 -0.681 -1.060 0.293 -0.77
H 0.17638 -2.46498 -5.20884 -0.071 -0.050 -0.017 0.51
C 5.65008 -2.42582 -2.36970 0.059 -0.023 -0.018 -0.53
H -2.40612 -1.02149 1.47143 -0.096 -0.113 0.066 -0.19
H -4.85907 2.86776 -1.86776 -0.041 0.081 0.005 0.46
C 2.91995 -2.45004 -2.81926 -0.303 -0.194 -0.042 0.97
C -0.35858 -2.23259 3.97366 1.009 -0.084 0.825 -1.08
C -0.45158 1.57016 -4.38716 0.131 -0.014 0.587 -1.12
C -0.93117 -1.52038 2.89193 -0.156 0.410 -0.443 0.85
O 0.58471 -1.38870 -2.24917 -0.421 0.600 0.413 -0.26
C -4.05529 2.15448 -1.76044 0.085 -0.001 -0.024 -0.64
H 2.07474 -0.21755 -0.85833 0.261 0.070 0.227 -0.08
H 2.00020 1.01201 2.36894 0.036 -0.011 0.197 0.10
H 0.48377 2.70978 2.12875 0.000 0.134 0.234 -0.35
C -3.28335 -0.02122 -1.08773 0.064 0.057 0.014 -1.29
C 4.99244 -3.62906 -2.57719 -0.002 -0.035 -0.058 -0.56
C -0.18983 3.52857 1.86379 -0.157 0.044 -0.691 0.04
H -5.29969 0.66077 -0.86701 -0.096 -0.050 0.003 0.40
H 5.45777 -0.29260 -2.28683 0.045 0.078 0.027 0.46
H -1.22031 -0.49108 -1.53984 -0.162 0.108 -0.120 0.15
H 6.71078 -2.41916 -2.16257 0.071 0.008 -0.039 0.40
H 3.03066 -0.31106 -2.67580 -0.086 0.040 0.007 0.07
H -2.81316 1.60113 1.40979 0.056 -0.080 0.068 0.09
C 3.62497 -3.64190 -2.79548 -0.052 0.044 -0.025 -0.60
H 0.30373 2.07043 -4.99100 0.103 0.109 -0.017 0.53
S 1.10750 -2.55291 -2.97237 0.997 -0.629 -2.054 0.10
C 0.91116 -0.48581 3.39821 -0.327 0.609 -0.477 0.07
C 0.96290 -0.46818 -4.86663 -0.107 0.001 0.110 -0.30
H -2.13968 -2.75432 1.66908 0.066 -0.040 -0.043 0.32
H -1.67889 1.09700 2.51031 -0.205 0.128 -0.241 0.17
H 3.24209 -2.18225 0.00783 -0.175 0.088 0.144 0.23
S -0.09878 2.07970 -2.59805 -1.345 0.497 -1.837 0.08
H -1.41840 2.01326 -4.61223 -0.073 0.171 -0.024 0.53
O -0.01629 -2.00066 0.26181 -1.428 1.024 0.358 -0.45
C -2.20808 -1.80658 2.20307 0.128 0.142 -0.080 -0.97
N -1.86045 1.72978 1.73377 -0.101 -0.502 -0.055 -0.13
C 1.05069 -1.98396 -4.77044 0.001 -0.115 0.431 -1.05
H 3.08961 -4.57077 -2.91886 -0.036 -0.150 0.050 0.39
H 1.69269 1.36496 4.07563 0.002 0.029 0.027 0.37
O 1.26968 -3.55687 -0.67372 -0.047 -0.444 0.459 -0.78
H -0.88628 -0.43553 -3.77627 -0.061 -0.063 -0.044 0.02
C -0.12122 3.72824 0.33106 0.077 0.248 1.352 0.03
N 2.18479 -0.32962 0.15425 -0.404 0.475 -0.156 -0.55
C -1.63270 3.11297 2.15827 0.254 0.333 0.332 -0.88
H 2.92322 0.17711 3.65186 0.052 -0.010 0.017 0.38
O -0.00826 2.63556 -0.30537 0.260 -1.392 0.099 -0.51
H 2.97951 0.22346 0.46427 -0.195 0.010 -0.165 0.24
H -3.49662 -1.01022 -0.70704 0.046 -0.070 0.045 0.61
H -3.02567 -1.88199 2.92064 -0.054 0.030 0.050 0.47
H -2.57254 3.43986 -2.63118 0.038 0.167 0.034 0.49
H -0.76786 -3.11188 4.43263 -0.064 -0.161 0.095 0.55
H 1.51455 -1.82398 5.06364 0.141 -0.069 0.185 0.53
O -0.24239 4.83735 -0.15311 -0.098 0.487 -0.268 -0.72
```
Positions in Å, forces in eV/Å.

Values from the calculation:
Spin multiplicity ... 6
LUMO energy (alpha / beta) ... 0.56 / -2.04 eV
Strongest force on any atom ... 2.37 eV Å⁻¹
Energy relative to the best compared isomer or geometry (same formula, charge and spin) ... 1.121 eV

=====

It is found that the E_tot values, taken in the order of the records, are -3972.08873, -2900.27527, -2557.29139 Eh.